The following is a quantum chemistry calculation of a molecular structure, C32H35As2IIrN5O8, from OMol25.

Atoms and positions in Å:
Ir  -0.99  -0.71  -0.70
I  -3.77  -2.90  -0.28
C  -1.86  -2.48  -1.14
H  -1.99  -2.57  -2.22
H  -1.21  -3.28  -0.77
N  5.05  -1.65  -4.26
C  6.04  -1.22  -5.12
C  7.31  -1.72  -5.42
C  8.04  -1.01  -6.34
C  7.55  0.16  -6.94
C  6.30  0.66  -6.63
C  5.54  -0.04  -5.69
N  4.29  0.23  -5.19
C  4.03  -0.73  -4.36
C  2.78  -0.82  -3.63
C  2.33  -1.98  -3.00
C  1.13  -1.97  -2.32
N  0.35  -0.88  -2.25
C  0.76  0.23  -2.89
C  1.95  0.30  -3.57
H  5.09  -2.46  -3.67
H  7.70  -2.62  -4.95
H  9.03  -1.36  -6.61
H  8.16  0.68  -7.67
H  5.92  1.56  -7.09
H  2.89  -2.91  -3.04
H  0.77  -2.86  -1.83
H  0.09  1.08  -2.86
H  2.24  1.21  -4.08
C  -5.14  -2.07  3.41
O  -4.10  -3.04  3.30
C  -2.83  -2.65  3.30
O  -1.92  -3.42  3.19
C  -2.50  -1.18  3.29
C  -2.22  -0.38  4.32
As  -1.36  1.41  4.43
C  0.20  0.79  5.46
C  -0.23  1.28  2.78
C  -0.27  0.18  2.00
As  -2.08  -0.44  1.54
C  -3.17  1.16  1.56
C  0.80  -0.56  1.31
O  0.50  -1.49  0.51
O  2.07  -0.44  1.55
C  2.71  0.44  2.49
C  0.63  2.46  2.41
O  1.07  2.60  1.29
O  0.75  3.31  3.40
C  1.49  4.53  3.12
C  -2.59  -0.78  5.73
O  -2.41  -0.02  6.65
O  -3.15  -1.97  5.81
C  -3.54  -2.41  7.14
H  -6.07  -2.63  3.48
H  -5.17  -1.44  2.51
H  -5.02  -1.46  4.30
H  -0.13  0.68  6.49
H  0.97  1.56  5.42
H  0.57  -0.15  5.07
H  -3.29  1.56  2.56
H  -4.14  0.89  1.16
H  -2.71  1.91  0.91
H  3.61  -0.09  2.79
H  2.09  0.63  3.35
H  2.96  1.36  1.98
H  1.52  5.07  4.06
H  0.96  5.10  2.36
H  2.49  4.28  2.78
H  -4.20  -3.25  6.98
H  -4.04  -1.60  7.66
H  -2.65  -2.72  7.69
N  -4.73  3.09  -3.88
C  -3.95  2.23  -3.20
C  -4.19  0.84  -3.22
C  -3.35  0.00  -2.54
N  -2.30  0.42  -1.81
C  -2.09  1.76  -1.77
C  -2.86  2.67  -2.42
H  -5.50  2.77  -4.44
H  -4.55  4.08  -3.86
H  -5.01  0.43  -3.79
H  -3.53  -1.07  -2.57
H  -1.25  2.09  -1.17
H  -2.63  3.73  -2.34

Computed properties:
Charge: +2
Spin multiplicity: 1

=====

The following is a quantum chemistry calculation of a gas-phase ion, C5H8N (charge +1), from OMol25.

Atoms and positions in Å:
C  -0.98  0.20  0.17
C  0.08  1.25  0.37
C  -2.40  -0.17  -0.26
C  0.56  0.08  -0.37
C  1.54  -0.87  0.21
N  -1.35  -1.02  0.32
H  -0.33  2.24  -0.14
H  0.55  1.31  1.32
H  -3.09  0.29  0.59
H  -2.84  -0.43  -1.26
H  0.45  0.14  -1.39
H  2.45  -0.27  0.37
H  1.80  -1.66  -0.35
H  1.17  -1.36  1.18

Computed properties:
Charge: +1
Spin multiplicity: 1

=====

The following is a quantum chemistry calculation of 2 unconnected molecules or ions with the total composition C4H6INS, from OMol25.

Atoms and positions in Å:
C  0.42  1.87  -1.37
C  -0.55  1.23  -0.47
N  -1.74  1.09  -0.88
I  -3.15  0.08  0.14
H  0.74  2.81  -1.17
H  0.12  1.75  -2.37
H  1.35  1.32  -1.04
H  -0.22  0.78  0.37
C  -1.19  -3.25  -0.42
C  -0.24  -2.34  -0.33
S  0.98  -1.35  -0.35
H  -1.10  -4.09  0.27
H  -1.90  -2.93  -1.26

Computed properties:
Structure (SMILES): C/C=N/I.C=C=S
Charge: 0
Spin multiplicity: 1

=====

The following is a quantum chemistry calculation of 2 unconnected molecules or ions with the total composition C4H11N3O2, from OMol25.

Atoms and positions in Å:
H  -0.77  -0.80  0.50
N  -0.12  -0.34  -0.13
C  1.07  -0.76  -0.21
N  2.00  -0.10  -1.04
N  1.64  -1.81  0.46
C  0.85  -2.85  1.14
H  1.93  -0.45  -1.99
H  1.93  0.90  -1.10
H  2.47  -2.15  0.00
H  -0.12  -2.43  1.38
H  1.33  -3.01  2.10
H  0.71  -3.73  0.53
C  -1.61  2.41  -0.97
C  -2.09  1.94  0.37
O  -3.19  1.50  0.56
O  -1.18  1.88  1.36
H  -1.78  3.47  -1.17
H  -2.13  1.82  -1.71
H  -0.57  2.20  -1.13
H  -0.37  2.31  1.07

Computed properties:
Structure (SMILES): [H]/N=C(/N)NC.CC(=O)O
Charge: 0
Spin multiplicity: 1

=====

Computed DFT total energy, in the same sequence as the records: -190184.51092, -6792.40595, -24667.73138, -12891.75996 eV.
Computed frontier orbital gap, in the same sequence as the records: 0.19974, 0.34438, 0.31007, 0.35999 Ha.